Entry 1:
Molecular formula: C32H96O32
Method: DFT, ωB97M-V with the def2-TZVPD basis set

Atoms and positions in Å:
O (-1.426, -2.545, -6.982)
O (-0.864, 0.083, -5.539)
O (-5.301, -0.098, 1.719)
O (4.051, 5.478, -0.607)
O (7.485, -4.180, -0.003)
O (-3.851, -0.973, 8.804)
O (8.297, 1.950, -4.877)
O (2.902, 2.121, 3.505)
O (3.101, -1.794, 4.691)
O (-4.155, -1.481, -3.407)
O (5.392, 0.239, -3.490)
O (-6.345, 5.464, -4.827)
O (-2.227, 4.430, 2.253)
O (-6.996, -2.700, -4.428)
O (2.770, 8.079, -1.157)
O (6.091, 3.467, 4.750)
O (4.121, -2.957, 7.071)
O (-1.482, -6.331, -0.051)
O (-4.779, -0.572, 6.098)
O (0.857, 5.146, -2.724)
O (-5.696, 2.655, -4.163)
O (3.573, -3.791, -4.187)
O (5.113, -2.500, 0.587)
O (1.616, -5.885, -4.720)
O (3.120, 5.273, -4.470)
O (-0.758, -4.827, 2.085)
O (-4.143, -5.932, 4.138)
O (-4.944, -4.722, 1.716)
O (-0.863, -0.282, 0.879)
O (0.564, 1.961, 0.160)
O (-8.132, 0.969, 1.637)
O (-2.018, 4.942, 5.814)
C (-5.734, 1.013, 0.959)
C (6.387, -1.984, 0.494)
C (-5.606, -2.903, -4.632)
C (-0.038, -1.046, -5.508)
C (2.032, 4.405, -4.693)
C (-5.390, -5.319, 3.992)
C (-2.551, 4.264, 3.595)
C (7.307, 1.672, -3.845)
C (-1.483, 5.052, 4.509)
C (6.506, 0.403, -4.261)
C (-4.997, 4.980, -4.642)
C (-5.025, 3.831, -3.657)
C (-3.113, -1.230, 7.620)
C (7.219, -2.828, -0.455)
C (-5.885, -5.404, 2.559)
C (3.187, 7.626, 0.151)
C (2.345, -1.912, 5.861)
C (-0.376, -6.748, 0.757)
C (2.756, -3.149, 6.702)
C (0.769, 5.012, -4.153)
C (5.129, 2.470, 4.523)
C (2.346, -5.786, -3.459)
C (-7.216, 0.916, 0.577)
C (4.339, 6.723, 0.022)
C (-0.147, -1.897, -6.736)
C (-4.747, -2.759, -3.374)
C (3.956, 3.036, 3.587)
C (0.209, -5.451, 1.336)
C (-0.398, -0.134, -0.410)
C (3.688, -5.166, -3.929)
C (-3.451, -0.210, 6.559)
C (0.885, 0.659, -0.381)
H (6.235, 0.440, -5.316)
H (-7.238, -0.013, 0.009)
H (2.448, 2.183, 2.661)
H (5.607, 1.768, 3.840)
H (-1.397, -3.431, -6.612)
H (-0.040, 4.358, -4.478)
H (6.261, -0.969, 0.118)
H (8.124, -2.226, -0.530)
H (5.676, 4.247, 5.124)
H (6.698, 2.568, -3.731)
H (4.803, 4.883, -0.656)
H (4.497, -2.548, 6.288)
H (-5.412, -2.913, -2.524)
H (8.843, 2.684, -4.587)
H (-6.123, -5.856, 4.594)
H (-6.879, -4.972, 2.439)
H (4.783, 2.019, 5.452)
H (-1.272, 6.100, 4.298)
H (-3.441, 0.757, 7.061)
H (-0.468, -3.912, 2.092)
H (6.751, -2.969, -1.430)
H (-5.552, -0.044, 2.644)
H (-5.249, -0.521, 6.933)
H (2.419, -6.770, -2.996)
H (-5.908, -6.439, 2.218)
H (0.070, -1.380, -7.671)
H (-1.685, -0.223, -5.145)
H (-2.870, -0.226, 5.637)
H (0.288, -7.289, 0.083)
H (-5.510, 1.905, 1.545)
H (6.927, -1.981, 1.441)
H (-5.015, -3.766, 1.769)
H (-3.676, -5.474, 3.436)
H (-0.689, -7.412, 1.563)
H (7.211, -0.425, -4.189)
H (-5.134, 1.133, 0.057)
H (-5.248, -2.396, -5.528)
H (-8.031, 1.757, 2.176)
H (-2.569, 3.235, 3.954)
H (-5.518, -3.971, -4.830)
H (0.986, -6.585, -4.532)
H (-5.352, -4.248, 4.191)
H (3.319, 8.783, -1.509)
H (4.338, -5.165, -3.054)
H (-1.462, 3.868, 2.111)
H (-4.627, 4.623, -5.603)
H (6.875, -4.367, 0.714)
H (-5.491, 4.085, -2.704)
H (-7.523, 1.690, -0.127)
H (-0.536, 4.517, 4.433)
H (1.734, -5.095, -2.879)
H (-4.072, -3.613, -3.320)
H (4.401, 3.147, 2.598)
H (4.299, -5.672, -4.677)
H (-4.400, 5.854, -4.385)
H (4.657, 6.560, 1.051)
H (-1.183, 0.364, -0.979)
H (7.864, 1.595, -2.912)
H (2.740, -1.005, 4.280)
H (5.084, -0.667, -3.575)
H (3.564, 8.486, 0.704)
H (2.354, 7.221, 0.726)
H (-7.384, -3.000, -5.253)
H (0.541, 2.583, -0.570)
H (-0.036, -1.613, -4.577)
H (1.987, 4.463, -5.780)
H (-0.142, -1.151, -0.708)
H (1.339, 0.900, -1.343)
H (3.499, 3.971, 3.909)
H (2.778, -3.967, 5.982)
H (1.299, -2.127, 5.639)
H (4.755, -2.287, 1.452)
H (2.312, -0.993, 6.446)
H (-1.949, -5.613, 0.382)
H (-4.032, 3.425, -3.464)
H (-4.834, -0.879, -3.720)
H (-1.822, -0.234, 0.881)
H (-2.532, 5.746, 5.915)
H (5.211, 7.163, -0.462)
H (3.351, -3.593, -5.099)
H (2.221, 3.366, -4.420)
H (2.150, -3.262, 7.601)
H (0.475, -4.778, 0.521)
H (0.528, 5.968, -4.618)
H (-4.493, -1.675, 8.932)
H (-3.368, -2.233, 7.277)
H (0.962, -0.613, -5.519)
H (1.624, 0.147, 0.235)
H (3.171, 5.463, -3.530)
H (-6.631, 5.783, -3.969)
H (-3.542, 4.680, 3.776)
H (0.586, -2.702, -6.789)
H (1.021, -5.715, 2.013)
H (-2.048, -1.135, 7.830)
H (1.379, 5.935, -2.561)
H (-6.630, 2.870, -4.113)

Results
E (Eh): -3684.04424
LUMO (eV): -0.02
Max |F| (Eh/bohr): 0.05621
Frontier orbital gap (eV): 9.76
Highest occupied orbital energy (eV): -9.781

Atomic partial charges in e from the Mulliken method, atoms 1 to 5: -0.5257 -0.4560 -0.4385 -0.4657 -0.5125

Entry 2:
Molecular formula: C11H15N
Method: DFT, ωB97M-V with the def2-TZVPD basis set

Atoms and positions in Å:
N (-2.235, -1.832, 1.222)
C (-1.039, -0.423, -0.114)
C (0.911, -2.371, -0.648)
C (-1.057, -1.718, 0.519)
C (3.162, 1.423, -0.432)
C (-0.084, -0.222, -1.115)
C (2.071, 1.938, 0.471)
C (0.944, -1.138, -1.300)
C (-2.268, 0.214, 0.302)
C (-2.468, 1.674, -0.044)
C (-0.042, -2.675, 0.282)
C (-2.968, -0.658, 1.050)
H (-0.099, -3.454, 1.038)
H (1.576, 2.829, 0.076)
H (-3.862, -0.471, 1.624)
H (1.350, 1.158, 0.691)
H (3.384, 0.397, -0.023)
H (-0.128, 0.650, -1.749)
H (2.834, 1.323, -1.475)
H (2.640, 2.399, 1.299)
H (-2.964, 1.668, -1.022)
H (1.512, -3.214, -0.988)
H (-2.556, -2.505, 1.908)
H (-1.543, 2.233, 0.011)
H (-3.127, 2.130, 0.701)
H (1.814, -0.889, -1.892)
H (4.243, 1.536, -0.393)

Results
E (Eh): -482.85162
LUMO (eV): 0.92
Max |F| (Eh/bohr): 0.06733
SMILES: Cc1c[nH]c2ccccc12.CC
Frontier orbital gap (eV): 8.78
Highest occupied orbital energy (eV): -7.864

Atomic partial charges in e from the Mulliken method, atoms 1 to 5: -0.0358 1.1662 -0.6553 -0.4872 -0.8234

Entry 3:
Molecular formula: C4H6O
Method: DFT, ωB97M-V with the def2-TZVPD basis set

Atoms and positions in Å:
O (-2.470, 0.051, -0.340)
C (-0.173, 1.081, 0.019)
C (0.568, -0.023, 0.755)
C (-0.437, -0.914, 0.758)
C (-1.334, 0.045, 0.046)
H (0.190, 1.334, -0.985)
H (1.586, -0.059, 1.133)
H (1.319, -1.010, -1.329)
H (-0.348, 1.998, 0.591)
H (-0.555, -1.928, 1.126)
H (1.731, -0.585, -1.779)

Results
E (Eh): -231.15638
LUMO (eV): 0.57
Max |F| (Eh/bohr): 0.01059
Frontier orbital gap (eV): 10.32
Highest occupied orbital energy (eV): -9.748

Atomic partial charges in e from the Mulliken method, atoms 1 to 5: -0.5652 -0.2889 -0.5345 -0.3090 0.4863

Entry 4:
Molecular formula: C3H2NO2S
Method: DFT, ωB97M-V with the def2-TZVPD basis set

Atoms and positions in Å:
S (2.151, 1.361, -0.810)
O (-1.075, -0.951, -0.373)
O (0.020, -0.889, -2.380)
N (0.843, 0.482, -0.290)
C (-0.900, -0.341, 0.873)
C (-0.160, -0.602, -1.231)
C (0.200, 0.465, 0.875)
H (0.557, 1.035, 1.719)
H (-1.637, -0.559, 1.618)

Results
E (Eh): -718.93844
Total charge: -1
LUMO (eV): 3.89
Max |F| (Eh/bohr): 0.10050
SMILES: O=c1occn1[S-]
Frontier orbital gap (eV): 6.01
Highest occupied orbital energy (eV): -2.117

Atomic partial charges in e from the Mulliken method, atoms 1 to 5: -0.6385 -0.3425 -0.5421 -0.1399 -0.5042

Entry 5:
Molecular formula: C20H24BCl2NNbO4
Method: DFT, ωB97M-V with the def2-TZVPD basis set

Atoms and positions in Å:
Nb (-3.658, 2.114, 1.526)
Cl (-0.706, 4.483, 0.933)
Cl (-0.833, 1.239, -0.222)
O (3.971, 0.648, -2.491)
O (-8.091, 2.008, 2.447)
O (-6.272, 1.273, 3.728)
O (4.075, -4.708, -2.354)
N (-3.221, -1.563, 2.399)
C (-5.791, 2.777, 1.633)
C (0.359, -1.393, -1.903)
C (0.387, -2.783, -1.902)
C (1.585, -3.460, -2.057)
C (-1.354, 1.826, 1.413)
C (7.664, -1.271, -2.769)
C (7.696, -2.659, -2.691)
C (1.533, -0.677, -2.072)
C (3.986, -0.562, -2.429)
C (6.520, -3.374, -2.553)
C (-0.422, 2.947, 1.815)
C (6.457, -0.598, -2.694)
C (5.275, -1.311, -2.542)
C (-0.441, 3.149, 3.327)
C (-3.109, -1.001, 1.255)
C (2.766, -2.748, -2.216)
C (4.045, -3.494, -2.352)
C (-4.080, -0.015, 0.760)
C (5.305, -2.704, -2.483)
C (2.737, -1.349, -2.234)
B (-6.707, 1.972, 2.639)
H (8.584, -0.714, -2.883)
H (6.533, -4.453, -2.497)
H (-4.083, -0.024, -0.327)
H (-3.492, 2.776, -0.177)
H (1.613, -4.541, -2.052)
H (-1.434, 3.004, 3.734)
H (0.594, 2.669, 1.549)
H (-0.577, -0.873, -1.770)
H (-3.544, 1.367, 3.214)
H (-0.532, -3.340, -1.775)
H (-2.447, -2.203, 2.554)
H (6.421, 0.481, -2.749)
H (-5.534, 0.683, 3.539)
H (-2.270, -1.273, 0.612)
H (-5.043, -0.322, 1.168)
H (-0.064, 4.136, 3.560)
H (-5.792, 3.809, 2.000)
H (8.642, -3.183, -2.739)
H (-8.343, 2.920, 2.320)
H (0.203, 2.386, 3.759)
H (-3.203, 3.685, 2.342)
H (-6.261, 2.814, 0.650)
H (1.517, 0.404, -2.072)
H (-1.168, 1.028, 2.129)

Results
E (Eh): -2134.39561
Total charge: -1
LUMO (eV): 0.68
Max |F| (Eh/bohr): 0.04933
Frontier orbital gap (eV): 5.89
Highest occupied orbital energy (eV): -5.213

Atomic partial charges in e from the Mulliken method, atoms 1 to 5: -0.5918 -0.2011 -0.2105 -0.6574 -0.5366

Entry 6:
Molecular formula: C31H46ErN2O6P2
Method: DFT, ωB97M-V with the def2-TZVPD basis set

Atoms and positions in Å:
Er (-0.046, -0.229, -0.766)
P (-2.291, 1.458, -1.734)
P (1.600, 2.170, -1.251)
O (-0.506, 1.347, 0.620)
O (-1.080, -0.406, 5.130)
O (-2.271, 6.421, 3.905)
O (-1.929, 0.793, 6.768)
O (-1.118, 3.526, 0.294)
O (-2.536, 5.637, 5.946)
N (-2.320, 5.477, 4.725)
N (-1.578, 0.658, 5.572)
C (-1.138, -1.560, -5.709)
C (-1.960, -0.270, -2.419)
C (0.736, -0.312, -4.333)
C (-0.581, -1.805, 1.364)
C (-0.980, 2.519, 1.009)
C (2.265, 3.422, -0.100)
C (-2.102, 4.126, 4.248)
C (-1.965, 0.815, -5.551)
C (1.284, -3.206, -1.587)
C (-1.786, -1.648, 2.210)
C (3.032, -1.467, 0.442)
C (1.238, -0.562, 2.777)
C (-1.397, 1.596, 3.313)
C (-1.424, 2.669, 2.432)
C (-1.697, -3.402, -0.314)
C (0.745, -1.323, 1.610)
C (-3.910, 1.666, -2.621)
C (-0.543, -2.602, 0.180)
C (1.586, -1.782, 0.556)
C (-0.929, 1.411, -6.439)
C (-1.121, 2.631, -2.683)
C (0.359, -1.238, -5.454)
C (-2.120, -0.505, -5.324)
C (0.744, 1.025, -4.464)
C (3.170, 1.928, -2.189)
C (-1.719, 1.771, 4.673)
C (0.225, 3.180, -2.076)
C (-2.047, 3.051, 5.147)
C (0.794, -2.571, -0.335)
C (-1.832, 3.935, 2.885)
C (0.368, 1.834, -5.683)
H (2.257, -0.883, 3.035)
H (3.077, 1.162, -2.963)
H (-1.925, 4.762, 2.189)
H (0.726, 3.832, -2.808)
H (1.984, -4.033, -1.388)
H (-1.523, -1.427, 3.254)
H (1.450, 3.941, 0.431)
H (-2.464, -2.768, -0.776)
H (-0.978, 2.181, -3.689)
H (-2.389, -2.566, 2.183)
H (2.878, 4.164, -0.648)
H (3.897, 1.553, -1.452)
H (0.198, 2.880, -5.395)
H (0.861, -2.202, -5.248)
H (-2.428, -0.822, 1.858)
H (-1.840, -0.001, -3.477)
H (3.581, -1.725, 1.362)
H (2.900, 2.911, 0.644)
H (-4.353, 2.613, -2.275)
H (-1.379, -2.502, -5.187)
H (-1.372, -4.140, -1.059)
H (0.454, -3.592, -2.193)
H (-4.578, 0.846, -2.314)
H (-2.193, -3.940, 0.508)
H (-1.125, -1.061, -2.308)
H (-1.756, 3.532, -2.835)
H (1.189, 1.628, -3.672)
H (1.829, -2.478, -2.212)
H (-1.368, 2.316, -6.895)
H (-1.258, -1.822, -6.780)
H (-0.686, 0.768, -7.299)
H (-2.211, 3.233, 6.202)
H (3.542, 2.869, -2.621)
H (-2.760, 1.504, -5.245)
H (3.482, -2.003, -0.401)
H (-3.101, -0.869, -4.984)
H (-3.888, 1.676, -3.717)
H (-0.080, 3.816, -1.217)
H (1.258, -0.783, -3.486)
H (-2.904, -0.835, -2.331)
H (-1.094, 0.627, 2.935)
H (1.194, 1.885, -6.414)
H (0.590, -0.676, 3.656)
H (3.192, -0.388, 0.276)
H (0.782, -0.909, -6.414)
H (1.279, 0.516, 2.562)

Results
E (Eh): -3467.13598
Total charge: +1
2S+1: 4
LUMO (spin up / spin down) (eV): -3.34 / -3.34
Max |F| (Eh/bohr): 0.06720
Frontier orbital gap (spin up / spin down) (eV): 7.56 / 7.55
Highest occupied orbital energy (spin up / spin down) (eV): -10.893 / -10.886

Atomic partial charges in e from the Mulliken method, atoms 1 to 5: -0.0635 0.2239 1.2346 0.9389 -0.5914

Entry 7:
Molecular formula: C31H56MgN3O2P2
Method: DFT, ωB97M-V with the def2-TZVPD basis set

Atoms and positions in Å:
P (-2.543, -0.624, -0.672)
P (2.658, 0.333, 1.196)
Mg (0.267, -0.729, 0.414)
O (-0.610, -2.833, -2.268)
O (0.048, -1.790, 2.125)
N (-0.139, 1.198, 1.303)
N (0.237, 0.331, -1.299)
N (-0.075, -3.171, 3.892)
C (0.237, -2.953, 2.605)
C (-4.053, -2.962, -1.161)
C (5.438, 0.089, 0.528)
C (4.044, 0.165, -0.097)
C (1.920, 0.292, 3.890)
C (-0.866, 2.731, -3.908)
C (-0.146, 1.014, -2.174)
C (-2.019, 2.461, 2.106)
C (3.620, -1.393, 3.156)
C (0.666, 2.215, 1.630)
C (-1.503, 1.397, 1.314)
C (0.187, 3.370, 2.249)
C (-2.436, 0.703, 0.488)
C (0.272, 0.592, -4.591)
C (-0.562, -2.326, -1.227)
C (1.536, 2.400, -3.417)
C (2.151, 2.112, 1.277)
C (0.187, 1.694, -3.532)
C (-1.174, 3.446, 2.565)
C (-3.701, -2.025, 0.010)
C (-3.500, 0.354, -2.047)
C (-5.021, 0.245, -1.998)
C (-2.948, -0.207, -3.358)
C (-2.908, -2.808, 1.064)
C (3.741, -1.129, -0.887)
C (0.747, -4.104, 1.813)
C (-4.960, -1.503, 0.703)
C (-3.179, 1.842, -1.905)
C (4.004, 1.359, -1.055)
C (4.263, 1.033, 3.442)
C (3.158, 0.064, 3.000)
H (-3.609, 2.273, -0.995)
H (-5.530, -2.376, 1.056)
H (-3.095, 2.525, 2.239)
H (4.309, 2.294, -0.567)
H (0.993, -0.173, -4.268)
H (-0.697, 0.109, -4.765)
H (2.809, -2.096, 2.919)
H (2.183, 0.014, 4.922)
H (1.603, 1.343, 3.896)
H (4.485, -1.635, 2.523)
H (4.008, 2.085, 3.269)
H (-4.709, -0.889, 1.577)
H (1.580, -3.782, 1.168)
H (-5.622, -0.934, 0.046)
H (2.742, 2.684, 2.007)
H (1.559, 3.072, -2.545)
H (-0.048, -4.525, 1.173)
H (4.403, 0.911, 4.526)
H (-4.676, -2.480, -1.924)
H (-3.595, 2.389, -2.763)
H (4.506, -1.250, -1.667)
H (1.105, -4.899, 2.482)
H (-0.965, 3.474, -3.105)
H (-3.349, 0.356, -4.214)
H (-1.971, -3.209, 0.663)
H (5.702, 1.021, 1.042)
H (5.552, -0.762, 1.209)
H (6.161, -0.051, -0.290)
H (2.345, 1.662, -3.350)
H (-0.585, 3.268, -4.827)
H (1.725, 3.002, -4.316)
H (-1.859, -0.112, -3.366)
H (-5.418, 0.680, -1.073)
H (-3.188, -1.269, -3.509)
H (-2.100, 2.013, -1.869)
H (0.039, -4.090, 4.300)
H (0.612, 1.015, -5.544)
H (1.075, -0.336, 3.574)
H (2.756, -1.088, -1.382)
H (-2.689, -2.191, 1.945)
H (4.708, 1.175, -1.881)
H (-3.523, -3.659, 1.397)
H (-3.154, -3.360, -1.649)
H (5.224, 0.822, 2.963)
H (-0.459, -2.414, 4.440)
H (-4.622, -3.812, -0.758)
H (3.910, -1.551, 4.205)
H (-3.458, 1.019, 0.749)
H (-1.840, 2.258, -4.091)
H (-5.401, -0.773, -2.123)
H (3.009, 1.493, -1.494)
H (-5.430, 0.847, -2.826)
H (0.903, 4.153, 2.490)
H (3.769, -2.018, -0.240)
H (2.331, 2.598, 0.301)
H (-1.551, 4.293, 3.144)

Results
E (Eh): -2412.21864
Total charge: +1
LUMO (eV): -2.19
Max |F| (Eh/bohr): 0.07471
Frontier orbital gap (eV): 6.31
Highest occupied orbital energy (eV): -8.501

Atomic partial charges in e from the Mulliken method, atoms 1 to 5: 0.7737 0.4193 2.0519 -0.3481 -0.8287